# 1
Entry from OMol25: C10H20N4O4 in the gas phase (the ωB97M-V functional and the def2-TZVPD basis).

The total energy is -24846.0713 eV. The calculation puts the energy relative to the best compared isomer or geometry (same formula, charge and spin) at 9.46 kcal/mol. The multiplicity is 1. Its LUMO energy is 0.566 eV. Its molar mass is 260.3 Da. As for the max |F|: 2.5 eV/Å.

Last column: natural (NBO) charge in e.
CARTESIAN COORDINATES (ANGSTROEM)
C: 0.219 0.050 0.835  -0.1432
C: 0.324 -0.316 -0.628  0.6984
C: 1.426 0.916 1.267  -0.3901
C: 1.382 1.363 2.746  -0.4037
C: 0.097 2.163 3.086  -0.4268
C: 0.158 2.776 4.522  -0.2114
C: -1.111 -1.314 -2.412  -0.1701
C: -0.960 -2.756 -1.934  0.7976
C: -0.027 -1.089 -3.476  -0.5106
C: -0.600 -1.413 -4.846  0.6928
H: 0.901 -1.546 1.896  0.3588
H: -0.597 -1.811 1.359  0.3862
H: -0.657 0.670 0.863  0.1720
H: 2.308 0.253 1.052  0.2187
H: 1.536 1.764 0.536  0.2089
H: 2.305 1.949 2.919  0.2043
H: 1.413 0.431 3.352  0.2145
H: -0.706 1.406 3.092  0.2025
H: -0.171 2.957 2.391  0.1937
H: 0.420 2.027 5.304  0.1866
H: 1.015 3.458 4.607  0.1810
H: -1.303 4.201 4.307  0.3501
H: -1.822 2.732 4.934  0.3508
H: -1.744 -0.210 -0.800  0.3992
H: -2.119 -1.179 -2.858  0.2734
H: 0.262 -0.001 -3.531  0.2499
H: 0.863 -1.672 -3.255  0.2535
H: 0.220 -1.623 -6.720  0.3977
H: 1.351 -1.228 -5.497  0.3926
H: -0.756 -4.543 -2.743  0.5035
N: 0.022 -1.054 1.746  -0.8289
N: -1.063 3.440 4.946  -0.8304
N: -0.885 -0.440 -1.303  -0.6301
N: 0.438 -1.551 -5.735  -0.8278
O: 1.373 -0.594 -1.110  -0.6099
O: -0.842 -3.103 -0.767  -0.5953
O: -1.777 -1.499 -5.116  -0.6102
O: -0.890 -3.612 -3.027  -0.6986

=====

# 2
Entry from OMol25: 11 unconnected molecules or ions with the total composition C48H102N2O9 (the ωB97M-V functional and the def2-TZVPD basis).

The total energy is -72831.0114 eV. The calculation puts the energy relative to the best compared isomer or geometry (same formula, charge and spin) at 30.75 kcal/mol. The multiplicity is 1. Its LUMO energy is 0.474 eV. Its molar mass is 851.3 Da. As for the max |F|: 2.3 eV/Å.

Last column: Löwdin charge in e.
CARTESIAN COORDINATES (ANGSTROEM)
C: -2.708 5.319 2.142  -0.1459
C: -1.505 4.466 1.748  -0.1567
C: -1.669 4.254 0.248  -0.2274
O: -2.725 5.071 -0.182  -0.1363
C: -3.637 5.218 0.914  -0.1814
H: -2.373 6.345 2.267  0.1089
H: -3.263 4.948 3.006  0.1075
H: -1.392 3.489 2.221  0.1068
H: -0.570 4.949 2.034  0.0805
H: -1.867 3.168 0.130  0.1006
H: -0.763 4.183 -0.361  0.1075
H: -4.302 4.351 0.972  0.1166
H: -4.189 6.138 0.741  0.1173
C: 1.570 -3.331 5.065  -0.1632
C: 0.867 -2.088 4.483  -0.1767
C: 2.095 -1.196 4.324  -0.2197
O: 2.827 -1.431 5.523  -0.1356
C: 2.435 -2.688 6.125  -0.1816
H: 2.148 -3.890 4.331  0.0928
H: 0.753 -3.987 5.380  0.1103
H: 0.266 -1.571 5.235  0.1061
H: 0.246 -2.258 3.603  0.1042
H: 1.865 -0.127 4.313  0.1212
H: 2.629 -1.381 3.387  0.0930
H: 1.858 -2.476 7.024  0.1188
H: 3.319 -3.299 6.296  0.1162
C: -3.373 -4.654 0.850  -0.1862
C: -3.167 -5.611 -0.309  -0.1645
C: -3.418 -4.749 -1.551  -0.1959
O: -4.032 -3.555 -1.083  -0.1502
C: -4.421 -3.690 0.284  -0.1925
H: -2.458 -4.129 1.140  0.0981
H: -3.723 -5.158 1.753  0.1078
H: -4.000 -6.313 -0.222  0.1106
H: -2.210 -6.125 -0.310  0.1107
H: -4.076 -5.301 -2.226  0.1125
H: -2.498 -4.512 -2.087  0.1110
H: -5.399 -4.182 0.363  0.1201
H: -4.524 -2.734 0.790  0.0976
C: -0.294 3.400 -4.560  -0.1604
C: 0.816 4.287 -5.110  -0.1659
C: 1.590 4.473 -3.824  -0.2307
O: 0.632 4.597 -2.799  -0.1341
C: -0.652 4.124 -3.250  -0.1987
H: 0.120 2.454 -4.200  0.0991
H: -1.122 3.235 -5.247  0.1059
H: 0.373 5.209 -5.495  0.1182
H: 1.418 3.803 -5.879  0.1162
H: 2.238 5.347 -3.899  0.1223
H: 2.173 3.543 -3.762  0.1204
H: -1.446 4.855 -3.424  0.1084
H: -1.114 3.384 -2.592  0.0956
C: 5.826 -5.450 0.485  -0.1761
C: 4.744 -5.772 1.505  -0.1551
C: 4.100 -4.379 1.658  -0.1892
O: 5.215 -3.486 1.607  -0.1492
C: 6.342 -4.094 0.997  -0.2180
H: 5.456 -5.259 -0.522  0.1153
H: 6.623 -6.187 0.583  0.1119
H: 5.321 -6.149 2.349  0.1163
H: 4.063 -6.519 1.097  0.1114
H: 3.549 -4.234 2.585  0.0997
H: 3.458 -4.131 0.811  0.1018
H: 7.149 -4.190 1.732  0.1187
H: 6.770 -3.512 0.178  0.1007
C: 7.164 -0.305 0.686  -0.1425
C: 5.848 0.443 0.932  -0.1604
C: 5.456 0.885 -0.463  -0.2027
O: 6.683 1.183 -1.140  -0.1266
C: 7.745 0.563 -0.441  -0.2173
H: 6.957 -1.324 0.369  0.0854
H: 7.830 -0.287 1.546  0.1128
H: 5.980 1.342 1.537  0.1099
H: 5.069 -0.181 1.372  0.1060
H: 4.813 1.767 -0.479  0.0865
H: 4.942 0.088 -1.015  0.1171
H: 8.459 1.265 0.004  0.1142
H: 8.309 -0.035 -1.165  0.1150
C: 3.820 3.956 0.681  -0.1688
C: 3.446 5.116 1.588  -0.1649
C: 2.226 4.577 2.290  -0.2342
O: 1.720 3.471 1.568  -0.1319
C: 2.462 3.355 0.337  -0.1776
H: 4.451 3.239 1.212  0.1001
H: 4.386 4.188 -0.225  0.1189
H: 3.276 6.048 1.046  0.1133
H: 4.187 5.386 2.345  0.1126
H: 1.519 5.412 2.420  0.1041
H: 2.390 4.294 3.336  0.1206
H: 1.934 3.798 -0.509  0.1145
H: 2.663 2.295 0.166  0.0983
C: 0.390 -2.432 -5.622  -0.1621
C: -0.922 -2.157 -6.325  -0.1691
C: -0.553 -1.184 -7.448  -0.1913
O: 0.468 -0.378 -6.852  -0.1541
C: 1.196 -1.143 -5.905  -0.2032
H: 0.968 -3.212 -6.127  0.1070
H: 0.359 -2.657 -4.560  0.1012
H: -1.643 -1.748 -5.617  0.1096
H: -1.299 -3.076 -6.782  0.1092
H: -1.324 -0.497 -7.793  0.1149
H: -0.172 -1.719 -8.328  0.1163
H: 1.199 -0.523 -5.002  0.1042
H: 2.220 -1.333 -6.231  0.1136
C: -4.277 2.983 -5.374  -0.1566
C: -4.319 3.770 -4.067  -0.1538
C: -4.224 2.696 -2.992  -0.2106
O: -3.535 1.618 -3.584  -0.1533
C: -3.794 1.569 -4.984  -0.1879
H: -3.631 3.549 -6.043  0.1018
H: -5.271 2.839 -5.800  0.1057
H: -5.129 4.498 -4.047  0.1143
H: -3.417 4.377 -3.965  0.0841
H: -5.197 2.342 -2.614  0.1205
H: -3.737 3.043 -2.076  0.1067
H: -4.551 0.798 -5.145  0.1138
H: -2.941 1.316 -5.616  0.1061
C: 0.525 0.774 -1.872  -0.0611
C: 0.126 0.498 -0.406  -0.2259
N: -0.303 -0.872 -0.180  -0.1986
C: 0.776 -1.832 -0.331  -0.2510
C: 1.909 -1.688 0.708  -0.0612
C: -1.569 -1.371 -0.687  -0.2303
C: -2.675 -0.308 -0.650  -0.0702
H: 0.440 1.852 -2.042  0.0492
H: -0.155 0.240 -2.533  0.0760
H: 1.580 0.529 -2.012  0.0689
H: 0.905 0.818 0.282  0.0970
H: -0.767 1.108 -0.262  0.0807
H: 0.436 -2.863 -0.456  0.1094
H: 1.243 -1.726 -1.330  0.0993
H: 1.617 -1.004 1.501  0.0593
H: 1.910 -2.666 1.189  0.0508
H: 2.840 -1.460 0.197  0.0695
H: -1.909 -2.137 0.012  0.0943
H: -1.408 -1.742 -1.708  0.1133
H: -2.673 0.269 0.278  0.0545
H: -3.700 -0.650 -0.773  0.0751
H: -2.493 0.433 -1.436  0.0559
C: -5.829 0.662 4.168  -0.0920
C: -4.886 -0.230 4.955  -0.2381
N: -4.316 -1.297 4.129  -0.2113
C: -4.041 -2.548 4.785  -0.2529
C: -2.725 -2.586 5.573  -0.0879
C: -3.621 -0.955 2.892  -0.2339
C: -2.346 -0.131 3.085  -0.0612
H: -6.805 0.231 3.948  0.0752
H: -5.465 1.011 3.196  0.0585
H: -5.975 1.630 4.659  0.0713
H: -4.041 0.299 5.410  0.1085
H: -5.493 -0.720 5.717  0.1119
H: -4.779 -2.793 5.554  0.1076
H: -4.075 -3.390 4.086  0.1030
H: -2.714 -1.744 6.275  0.0749
H: -2.668 -3.455 6.237  0.0711
H: -1.802 -2.530 4.996  0.0327
H: -4.340 -0.484 2.224  0.0958
H: -3.304 -1.955 2.581  0.0988
H: -2.564 0.899 3.368  0.0700
H: -1.619 -0.197 2.273  0.0556
H: -1.810 -0.604 3.915  0.0503